1.
A cluster of 2 separate species, C6H11NO2P in total at a distorted geometry. Source: OMol25; level of theory: ωB97M-V/def2-TZVPD.

For the energy above the lowest of the compared OMol25 structures with the same formula, charge and spin, the calculation gives 27.0 kcal per mole. Its HOMO energy is -4.914 eV. The molar mass comes out at 160.13 Da. As for the total energy: -781.86756 hartree. The value obtained for the LUMO energy is 3.48 eV. Its maximum force is 3.49 eV/Å. The HOMO-LUMO gap comes out at 8.4 eV. Its total charge is -1.

Structure (XYZ):
```
21
Properties=species:S:1:pos:R:3:lowdin_charge:R:1
C 4.58 -0.41 0.21 -0.243
C -3.35 -1.41 1.00 -0.190
C 3.41 1.67 -0.55 -0.053
C 2.18 -0.44 0.05 0.097
C -3.65 -0.16 0.16 -0.348
C 3.34 0.16 -0.15 -0.354
N 5.56 -0.94 0.45 0.128
O -1.47 -0.77 -1.33 -0.430
O -1.03 0.85 0.41 -0.451
P -2.01 0.38 -0.60 0.239
H -3.20 -1.40 2.10 0.067
H -4.22 -2.09 0.94 0.047
H -2.56 -1.90 0.45 0.038
H 3.17 1.70 -1.65 0.092
H 2.69 2.28 0.01 0.084
H 4.36 2.11 -0.45 0.039
H 1.12 0.04 -0.11 0.098
H 2.01 -1.36 0.50 0.055
H -2.51 1.42 -1.31 -0.021
H -4.06 0.72 0.57 0.026
H -4.36 -0.44 -0.68 0.082
```

***

2.
The molecule C3H7NO2 at a distorted geometry. Source: OMol25; level of theory: ωB97M-V/def2-TZVPD.

For the energy above the lowest of the compared OMol25 structures with the same formula, charge and spin, the calculation gives 35.2 kcal per mole. Its HOMO energy is -10.170 eV. The molar mass comes out at 89.09 Da. As for the total energy: -323.72479 hartree. The value obtained for the LUMO energy is 0.86 eV. The SMILES is [H]/N=C(\C)OCO. Its maximum force is 2.21 eV/Å. The HOMO-LUMO gap comes out at 11.0 eV. Its total charge is 0.

Structure (XYZ):
```
13
Properties=species:S:1:pos:R:3:lowdin_charge:R:1
C -1.52 -0.67 -0.32 -0.268
C 1.61 1.11 0.16 -0.008
C 0.70 -0.08 0.06 -0.459
O -0.63 0.35 0.04 -0.028
O -2.77 -0.37 0.30 -0.035
N 1.01 -1.29 0.11 0.149
H -3.06 0.55 0.21 0.088
H 2.00 -1.48 0.19 0.066
H -1.21 -1.65 0.06 0.115
H -1.63 -0.71 -1.42 0.134
H 1.69 1.42 1.20 0.088
H 2.61 0.87 -0.21 0.079
H 1.21 1.96 -0.40 0.080
```

***

3.
A structure of composition C32H44BrN3P2Pd at a distorted geometry. Source: OMol25; level of theory: ωB97M-V/def2-TZVPD.

Its HOMO energy (alpha / beta) is -6.638 / -6.632 eV. The molar mass comes out at 719.00 Da. As for the total energy: -4794.34831 hartree. The value obtained for the LUMO energy (alpha / beta) is -1.33 / -1.35 eV. Its maximum force is 5.72 eV/Å. The HOMO-LUMO gap (alpha / beta) comes out at 5.3 / 5.3 eV. Its total charge is 0.

Structure (XYZ):
```
83
Properties=species:S:1:pos:R:3:lowdin_charge:R:1
C -3.65 -8.67 0.14 -0.007
C -2.47 -8.36 -0.61 -0.225
C -1.82 -9.44 -1.24 -0.026
C -2.36 -10.74 -1.14 -0.136
N -3.48 -10.97 -0.46 0.034
C -4.11 -10.00 0.18 -0.148
C -1.89 -7.04 -0.70 0.067
C -1.67 -5.83 -0.55 0.028
C -1.26 -4.59 -0.11 -0.288
C -2.06 -3.45 -0.13 -0.008
C -1.49 -2.16 -0.04 -0.073
C -0.09 -2.14 -0.07 -0.107
C 0.66 -3.27 0.22 -0.186
C 0.05 -4.52 0.28 -0.010
Pd 1.67 -1.75 -1.31 0.439
P -0.11 -0.03 -2.38 0.983
H -0.89 -9.27 -1.78 0.110
H -4.17 -7.88 0.70 0.112
H -1.85 -11.58 -1.64 0.110
H -5.03 -10.25 0.77 0.114
H 0.61 -5.42 0.48 0.129
H -3.12 -3.64 -0.27 0.126
H 1.75 -3.19 0.30 0.060
H -2.11 -1.27 0.03 0.105
C 0.52 1.62 -2.99 -0.427
C 0.75 1.84 -4.49 -0.144
H 1.46 1.76 -2.42 -0.048
H -0.19 2.36 -2.60 0.075
H 1.13 2.86 -4.61 0.078
H 1.51 1.16 -4.89 0.056
H -0.17 1.77 -5.10 0.067
C 0.01 -1.23 -3.78 -0.420
C -1.27 -1.80 -4.37 -0.139
H 0.55 -2.09 -3.32 0.034
H 0.68 -0.78 -4.52 0.067
H -0.96 -2.63 -5.02 0.078
H -1.91 -2.20 -3.57 0.071
H -1.83 -1.09 -4.98 0.059
C -1.92 0.40 -2.27 -0.396
C -2.55 1.19 -3.43 -0.138
H -2.00 1.00 -1.34 0.079
H -2.46 -0.54 -2.09 0.053
H -3.63 1.22 -3.28 0.076
H -2.21 2.23 -3.46 0.069
H -2.38 0.74 -4.42 0.051
Br 2.43 1.17 -0.15 0.009
P 4.09 -2.27 -1.59 0.924
C 3.41 -1.16 -2.86 -0.513
C 4.31 -0.83 -4.04 -0.141
H 3.17 -0.21 -2.31 -0.001
H 2.43 -1.60 -3.19 0.027
H 3.71 -0.60 -4.93 0.064
H 4.90 0.04 -3.77 0.077
H 4.96 -1.67 -4.26 0.056
C 4.39 -1.61 0.09 -0.486
C 5.78 -1.30 0.64 -0.153
H 3.82 -2.28 0.76 0.052
H 3.86 -0.62 0.09 -0.098
H 5.66 -0.47 1.35 0.073
H 6.16 -2.16 1.19 0.060
H 6.49 -0.99 -0.13 0.064
C 3.34 -3.92 -1.53 -0.465
C 4.22 -4.87 -2.34 -0.177
H 2.28 -3.88 -1.86 0.049
H 3.31 -4.26 -0.48 0.073
H 4.02 -5.92 -2.09 0.066
H 4.09 -4.73 -3.42 0.067
H 5.27 -4.66 -2.11 0.055
N 1.13 -0.92 3.90 0.105
C 1.37 -1.37 2.63 -0.143
N 0.89 -0.52 1.73 0.021
C 0.26 0.50 2.40 -0.266
C -0.33 1.70 1.95 -0.043
C -0.74 2.62 2.93 -0.087
C -0.69 2.32 4.31 -0.099
C -0.05 1.16 4.76 -0.036
C 0.38 0.26 3.80 -0.194
H 1.46 -1.34 4.76 0.154
H 1.82 -2.34 2.44 0.117
H -0.43 1.87 0.87 0.082
H -1.12 3.61 2.64 0.099
H -1.10 3.00 5.03 0.095
H 0.11 0.90 5.81 0.108
```

***

4.
A structure of composition C46H56AsBrN4O5PSi3Zr at a distorted geometry. Source: OMol25; level of theory: ωB97M-V/def2-TZVPD.

For the energy above the lowest of the compared OMol25 structures with the same formula, charge and spin, the calculation gives 38.4 kcal per mole. Its HOMO energy is -10.068 eV. The molar mass comes out at 1106.26 Da. As for the total energy: -8448.45530 hartree. The value obtained for the LUMO energy is -3.61 eV. Its maximum force is 2.49 eV/Å. The HOMO-LUMO gap comes out at 6.5 eV. Its total charge is +1.

Structure (XYZ):
```
118
Properties=species:S:1:pos:R:3:lowdin_charge:R:1
Zr 0.06 -0.17 0.13 1.437
O 6.92 1.92 -0.38 -0.008
C 6.00 2.76 -0.46 -0.659
O 5.93 4.00 -0.39 -0.013
C 4.59 2.08 -0.45 -0.051
C 4.46 0.70 -0.50 0.057
C 3.22 0.13 -0.40 -0.248
N 2.11 0.85 -0.09 -0.008
C 2.27 2.19 0.06 -0.209
C 3.46 2.82 -0.19 0.058
C 1.09 2.92 0.59 -0.216
C 1.12 4.29 0.81 0.000
C 0.01 4.89 1.37 -0.058
C -1.08 4.11 1.72 -0.058
C -1.02 2.76 1.47 -0.158
N 0.03 2.16 0.91 0.025
C 3.03 -1.32 -0.60 -0.247
C 3.98 -2.07 -1.27 0.016
C 3.79 -3.43 -1.41 -0.011
C 2.66 -4.00 -0.85 -0.020
C 1.77 -3.18 -0.21 -0.143
N 1.92 -1.85 -0.10 0.026
H 5.37 0.11 -0.61 0.130
H 3.58 3.90 -0.15 0.124
H 1.98 4.87 0.55 0.123
H 0.00 5.96 1.54 0.127
H -1.96 4.54 2.17 0.125
H -1.85 2.12 1.71 0.079
H 4.85 -1.58 -1.70 0.129
H 4.52 -4.03 -1.95 0.127
H 2.47 -5.06 -0.91 0.124
H 0.89 -3.60 0.26 0.073
Br -1.72 4.74 -1.71 0.893
C -2.95 3.34 -1.41 -0.699
C -4.31 3.61 -1.60 -0.081
C -5.21 2.60 -1.31 -0.023
C -4.73 1.39 -0.83 0.020
C -3.36 1.25 -0.67 -0.199
N -2.48 2.20 -0.97 0.103
C -2.85 -0.01 -0.02 -0.531
O -3.42 -1.05 -0.21 0.101
O -1.80 0.13 0.82 -0.344
H -4.62 4.58 -1.96 0.107
H -6.27 2.76 -1.44 0.122
H -5.38 0.57 -0.57 0.128
C 2.19 0.42 5.84 -0.191
Si 1.86 0.92 4.09 0.301
C 3.50 1.13 3.24 -0.189
C 0.95 2.54 4.18 -0.191
As 0.60 -0.59 2.71 0.847
Si -1.50 -0.75 3.89 0.313
C -1.15 -0.91 5.70 -0.206
C -2.64 0.71 3.76 -0.194
C -2.41 -2.24 3.27 -0.191
Si 1.73 -2.59 3.38 0.339
C 2.13 -2.85 5.18 -0.202
C 0.68 -4.04 2.85 -0.213
C 3.40 -2.53 2.52 -0.196
H 2.71 1.28 6.28 0.054
H 2.84 -0.45 5.93 0.014
H 1.29 0.24 6.43 0.025
H 3.99 2.03 3.63 0.060
H 3.40 1.23 2.16 0.003
H 4.16 0.27 3.44 0.039
H 1.23 3.05 5.10 0.051
H -0.14 2.40 4.19 0.008
H 1.20 3.18 3.34 0.021
H -0.94 0.08 6.13 0.036
H -0.30 -1.56 5.92 -0.003
H -2.03 -1.32 6.21 0.051
H -2.14 1.67 3.93 0.017
H -3.38 0.58 4.56 0.052
H -3.17 0.75 2.81 0.025
H -1.95 -3.18 3.60 0.030
H -2.46 -2.24 2.17 0.005
H -3.44 -2.21 3.65 0.053
H 1.39 -2.47 5.89 0.012
H 3.10 -2.40 5.43 0.027
H 2.21 -3.93 5.33 0.052
H 0.22 -4.52 3.72 0.045
H 1.29 -4.80 2.34 0.046
H -0.12 -3.73 2.18 -0.022
H 3.58 -1.56 2.05 0.007
H 3.48 -3.30 1.74 0.027
H 4.19 -2.71 3.24 0.048
C -1.60 -3.58 -0.23 -0.044
C -0.90 -2.30 -0.05 -0.342
O -0.60 -1.64 -1.08 -0.297
H -1.47 -3.96 -1.24 0.102
H -2.66 -3.36 -0.06 0.096
H -1.30 -4.31 0.52 0.077
C 1.81 0.09 -3.32 -0.233
P 0.13 0.59 -2.77 1.019
C -0.91 -0.45 -3.89 -0.364
C -0.53 -0.64 -5.21 -0.084
C -1.31 -1.40 -6.07 -0.065
C -2.50 -1.97 -5.62 -0.070
C -2.91 -1.75 -4.31 -0.063
C -2.12 -0.99 -3.45 -0.099
C -0.03 2.21 -3.62 -0.383
C -1.24 2.57 -4.21 -0.142
C -1.34 3.76 -4.91 -0.110
C -0.25 4.61 -5.02 -0.091
C 0.95 4.27 -4.41 -0.074
C 1.06 3.07 -3.72 -0.101
H 1.95 0.35 -4.37 0.051
H 1.93 -0.98 -3.20 0.055
H 2.58 0.61 -2.76 0.030
H 0.37 -0.17 -5.61 0.104
H -1.00 -1.54 -7.10 0.110
H -3.10 -2.57 -6.29 0.109
H -3.84 -2.16 -3.96 0.111
H -2.46 -0.83 -2.45 0.071
H -2.10 1.92 -4.13 0.107
H -2.28 4.03 -5.38 0.113
H -0.33 5.54 -5.58 0.111
H 1.81 4.93 -4.48 0.113
H 2.01 2.82 -3.25 0.099
```